1.
22
Properties=species:S:1:pos:R:3 method="wB97M-V/def2-TZVPD" multiplicity=1 total_energy_ev=-8963.9326 lumo_energy_ev=0.9 smiles=CC[C@@H](C)NC.O max_force_ha_per_bohr=0.118 relative_energy_kcal_mol=55.9
C 1.13641 0.49208 2.03807
N -0.14133 -0.11920 1.48106
C 0.27231 0.77443 -2.22720
C 0.44943 0.52503 -0.72445
C -0.72432 0.62048 0.31319
C -1.98942 -0.17622 -0.23979
H 1.22422 1.59971 1.83840
H 2.06078 0.16185 1.60995
H 1.16206 0.30327 3.08971
H -0.74927 0.01392 2.25964
H -0.29038 0.00281 -2.69640
H 1.18932 0.55666 -2.76715
H -0.03338 1.77137 -2.30904
H 0.89318 -0.57467 -0.82139
H 1.23232 1.08337 -0.44398
H -1.08004 1.59552 0.39313
H -2.66867 -0.17678 0.55963
H -2.41967 0.32269 -1.17835
H -2.02675 -1.18013 -0.71252
H 0.30445 -2.40849 -0.34001
H 1.22397 -2.31117 0.82056
O 0.97478 -2.87654 0.05695

2.
22
Properties=species:S:1:pos:R:3 method="wB97M-V/def2-TZVPD" multiplicity=1 total_energy_ev=-8964.9925 lumo_energy_ev=0.8 smiles=CC(C)N(C)C.O max_force_ha_per_bohr=0.027 relative_energy_kcal_mol=31.5
C -1.31073 1.64397 -0.48432
N -1.29230 0.22300 -0.22973
C -0.04283 -0.47228 -0.50052
C -1.14551 0.30398 2.26761
C -1.95618 -0.13355 1.04403
C -2.28853 -1.60241 1.19593
H -2.19705 2.12801 -0.90864
H -0.57413 1.79598 -1.28116
H -1.12661 2.25407 0.40356
H 0.23658 -0.39492 -1.55285
H 0.74429 -0.07223 0.14565
H -0.20532 -1.53302 -0.30652
H -1.64498 -0.12228 3.14238
H -0.10160 -0.01778 2.18202
H -1.05163 1.36942 2.46243
H -2.94003 0.32513 0.88664
H -2.97591 -1.75733 2.02906
H -1.43015 -2.24981 1.42297
H -2.72309 -2.06386 0.29941
H 6.19505 -0.05509 -3.66424
H 6.10177 0.52206 -2.28365
O 6.65806 -0.04038 -2.82026

3.
22
Properties=species:S:1:pos:R:3 method="wB97M-V/def2-TZVPD" multiplicity=1 total_energy_ev=-8963.6658 lumo_energy_ev=1.0 max_force_ha_per_bohr=0.059 relative_energy_kcal_mol=62.1
C -0.88615 -1.00647 -0.04268
C -0.74048 -2.34060 0.69083
C -2.14568 -0.96371 -0.90279
N 0.27922 -0.70570 -0.88614
H -0.93001 -0.20076 0.69727
H 0.42669 0.77188 -1.29435
H 0.37956 -1.37781 -1.64032
H -3.03385 -1.09896 -0.28793
H 0.15934 -2.34341 1.30625
H -1.59758 -2.51776 1.33984
H -0.67668 -3.16569 -0.02121
H -2.12540 -1.76097 -1.64820
H -2.22079 -0.00742 -1.41873
C 1.98958 1.70640 0.25999
C 1.19398 2.65082 1.12780
O 2.25122 0.55732 0.63194
H 1.14106 -0.70760 -0.33062
H 2.74512 2.23360 -0.35519
H 0.76680 1.61182 -1.25722
H 0.51412 2.10389 1.77942
H 1.88208 3.22245 1.75349
H 0.62787 3.33869 0.49858

4.
22
Properties=species:S:1:pos:R:3 method="wB97M-V/def2-TZVPD" multiplicity=1 total_energy_ev=-8965.1383 lumo_energy_ev=1.0 smiles=CCCCNC.O max_force_ha_per_bohr=0.056 relative_energy_kcal_mol=28.1
C 1.74692 1.00806 2.75754
C 1.74575 0.61159 1.27174
C 0.58320 -0.32155 0.80755
C 0.43188 -0.17569 -0.67779
N -0.72612 -1.07112 -1.15930
C -0.64120 -1.21530 -2.60805
H 2.40993 1.86452 2.88210
H 0.74479 1.36715 3.01192
H 2.08316 0.20166 3.40483
H 2.70774 0.11380 1.14078
H 1.68390 1.51858 0.66831
H -0.30968 0.01857 1.33347
H 0.88155 -1.30173 1.17962
H 1.36361 -0.54865 -1.11482
H 0.04091 0.78137 -1.01192
H -0.61765 -1.83218 -0.49440
H 0.01152 -0.44483 -3.00805
H -1.64046 -1.15856 -3.03584
H -0.22878 -2.17574 -2.93883
H -3.34835 1.44144 -0.68786
H -2.44513 0.21056 -0.72926
O -2.61551 1.02969 -0.23765

5.
22
Properties=species:S:1:pos:R:3 method="wB97M-V/def2-TZVPD" multiplicity=1 total_energy_ev=-8965.2848 lumo_energy_ev=1.0 smiles=CCNC.CCO max_force_ha_per_bohr=0.029 relative_energy_kcal_mol=24.8
C 0.81926 -0.55427 1.91175
C 0.60759 0.93348 1.68829
N -0.57312 1.16944 0.82717
C -0.60351 2.53217 0.29984
H 1.16737 -0.99820 0.98475
H 1.55199 -0.73478 2.70170
H -0.11661 -1.05236 2.15601
H 0.47420 1.47060 2.63021
H 1.45897 1.33320 1.14280
H -1.42256 0.96878 1.34066
H -0.36053 0.33607 -0.39502
H -0.72451 3.28984 1.06983
H -1.38334 2.65796 -0.44114
H 0.35845 2.72408 -0.17327
C -0.59375 -1.43574 -1.45580
O -0.23309 -0.09644 -1.32765
C 0.25873 -2.13339 -2.49273
H -1.66384 -1.52750 -1.69753
H -0.47877 -1.97103 -0.50244
H -0.00871 -3.19169 -2.56744
H 1.31086 -2.04992 -2.23189
H 0.15491 -1.67030 -3.46810

6.
22
Properties=species:S:1:pos:R:3 method="wB97M-V/def2-TZVPD" multiplicity=1 total_energy_ev=-8963.4761 lumo_energy_ev=0.9 smiles=CC(C)N(C)C.O max_force_ha_per_bohr=0.098 relative_energy_kcal_mol=66.5
C -0.38207 -0.95611 2.57168
N 0.22757 -0.38924 1.24151
C 1.19404 -1.40082 0.74958
C -1.91250 -1.00939 -0.22993
C -0.89238 0.02528 0.13071
C -0.01663 0.70066 -0.81966
H -0.92487 -1.88549 2.53448
H -0.97737 -0.14230 2.97465
H 0.44613 -1.10410 3.25080
H 1.59833 -1.00687 -0.14536
H 2.00364 -1.55843 1.45844
H 0.83732 -2.43855 0.57704
H -2.19653 -0.97226 -1.30951
H -1.58834 -2.16294 -0.33525
H -2.73394 -1.10791 0.44227
H -1.43093 0.69091 0.68714
H -0.43807 1.49529 -1.51066
H 0.45433 -0.02691 -1.38710
H 0.73341 1.36315 -0.18634
H 1.39310 3.89708 -3.92142
H 2.72204 4.10843 -3.62745
O 1.88373 3.88048 -3.14560

7.
22
Properties=species:S:1:pos:R:3 method="wB97M-V/def2-TZVPD" multiplicity=1 total_energy_ev=-8958.4239 lumo_energy_ev=-3.4 max_force_ha_per_bohr=0.061 relative_energy_kcal_mol=183.0
C 0.96058 2.13216 1.65063
N -0.23050 1.36439 1.49062
C -1.78339 -0.99931 -0.97547
C -1.24163 0.26710 -0.28034
C -0.05571 0.21640 0.67688
C 0.00068 -1.00626 1.55588
H 0.69098 3.00561 2.22590
H 1.79885 1.59687 2.16241
H 1.49300 2.50187 0.75278
H 1.03890 -1.26667 -1.25783
H -0.93007 -1.50721 -1.44376
H -2.28570 -1.63650 -0.23386
H -2.59969 -0.75605 -1.65628
H -2.07975 0.82580 0.19136
H -0.97213 1.01087 -1.08597
H 0.85761 0.27252 0.02786
H 0.41741 -1.89200 1.07787
H -0.94516 -1.29517 2.03834
H 0.66389 -0.87596 2.47823
H 2.13496 -1.17678 -3.50501
H 1.41373 -0.44239 -2.45387
O 1.65313 -0.33930 -3.43636

8.
22
Properties=species:S:1:pos:R:3 method="wB97M-V/def2-TZVPD" multiplicity=1 total_energy_ev=-8965.3932 lumo_energy_ev=1.0 smiles=CNCO.CCC max_force_ha_per_bohr=0.010 relative_energy_kcal_mol=22.3
C 1.71232 1.57803 -0.82312
C 2.08935 1.11022 -2.22742
C 1.39036 -0.19621 -2.60095
H 0.63982 1.76967 -0.76412
H 2.22974 2.50131 -0.56206
H 1.94708 0.81268 -0.08117
H 3.17006 0.98062 -2.30425
H 1.78637 1.89651 -2.92207
H 1.69482 -0.49676 -3.60365
H 1.64455 -0.98752 -1.89274
H 0.30842 -0.10077 -2.54726
C -1.97474 -0.53084 3.13370
N -1.90994 -0.92935 1.72961
C -0.71969 -0.38947 1.08436
O -0.72234 -0.71361 -0.28036
H -1.10214 -0.91660 3.66257
H -2.83576 -0.98572 3.62188
H -2.01464 0.55788 3.26293
H -2.70652 -0.51497 1.25230
H -0.69366 0.70324 1.17102
H 0.16205 -0.80365 1.58532
H -0.82064 -1.67464 -0.33756

9.
22
Properties=species:S:1:pos:R:3 method="wB97M-V/def2-TZVPD" multiplicity=1 total_energy_ev=-8964.0556 lumo_energy_ev=0.7 smiles=CC(C)N(C)C.O max_force_ha_per_bohr=0.076 relative_energy_kcal_mol=53.1
C 1.34884 -0.36263 -0.23002
N 0.73345 0.95010 -0.49986
C 1.45554 2.11890 -0.00746
C -1.05274 1.06878 1.28055
C -0.73304 0.95355 -0.20423
C -1.55073 1.85794 -1.21156
H 0.68129 -1.21030 -0.46239
H 2.26000 -0.33671 -0.84149
H 1.45080 -0.46125 0.88272
H 1.75916 2.81504 -0.82849
H 2.39542 1.75731 0.52255
H 1.01235 2.83216 0.67602
H -0.71463 0.07917 1.69501
H -2.08401 1.32733 1.55751
H -0.35185 1.80849 1.61712
H -0.97605 -0.04654 -0.63140
H -2.56352 1.55025 -0.97255
H -1.14306 2.87477 -1.04870
H -1.52902 1.77753 -2.31894
H -0.84409 -7.00074 0.01340
H 0.53851 -6.85369 0.66808
O -0.09261 -7.49948 0.34415

10.
22
Properties=species:S:1:pos:R:3 method="wB97M-V/def2-TZVPD" multiplicity=1 total_energy_ev=-8965.4346 lumo_energy_ev=0.9 smiles=CNCC(C)C.O max_force_ha_per_bohr=0.022 relative_energy_kcal_mol=21.3
C -1.13300 0.77701 -2.02513
N -0.42194 -0.42238 -1.62677
C 0.50417 -0.17489 -0.49693
C 0.50195 -1.30022 0.52817
C -0.92805 -1.62868 0.97103
C 1.34726 -0.89499 1.74594
H -1.91639 0.95926 -1.28064
H -0.49334 1.65846 -2.10174
H -1.64174 0.61948 -2.96240
H 0.07638 -0.84666 -2.39483
H 1.52070 0.01179 -0.86802
H 0.15798 0.76182 -0.04876
H 0.92092 -2.17735 0.04279
H -0.84854 -2.33623 1.79636
H -1.31556 -0.72690 1.44810
H -1.57821 -1.98419 0.18315
H 1.87369 0.05337 1.63771
H 0.70480 -0.73977 2.61837
H 2.11470 -1.61798 2.03875
H 0.58436 2.66491 0.21202
H -0.49235 3.72700 0.30526
O 0.46220 3.61714 0.27758

11.
22
Properties=species:S:1:pos:R:3 method="wB97M-V/def2-TZVPD" multiplicity=1 total_energy_ev=-8965.0799 lumo_energy_ev=0.7 smiles=CC[C@@H](C)CN.O max_force_ha_per_bohr=0.043 relative_energy_kcal_mol=29.5
C 0.17610 1.89757 -0.58256
C 0.37650 0.92046 0.58388
C 1.81728 0.36522 0.58079
C -0.66013 -0.23893 0.47197
C -1.02277 -0.83817 1.81845
N 0.19375 1.30197 -1.88842
H -0.79379 2.38534 -0.45874
H 0.87042 2.71971 -0.39262
H 0.10651 1.39274 1.53439
H 2.49219 0.98960 -0.01533
H 2.28980 0.47174 1.55226
H 1.74337 -0.62529 0.13874
H -0.26739 -0.79337 -0.38271
H -1.56878 0.20306 0.04016
H -1.75621 -0.24119 2.35124
H -1.35005 -1.87615 1.69787
H -0.12146 -0.97182 2.42695
H 0.85052 0.54346 -2.02913
H -0.69178 0.92373 -2.18381
H -1.74101 -2.77038 -1.71372
H -0.09777 -3.02373 -1.51846
O -0.84529 -2.73557 -2.03121